1.
C8H6ClF3NO | wB97M-V/def2-TZVPD

ORCA input file:
```
! wB97M-V def2-TZVPD RIJCOSX def2/J DEFGRID3
* xyz -1 1
O 0.77648 -2.60861 -0.70220
N -0.51040 -2.15599 -0.60431
C -0.62780 -0.87100 -1.50187
Cl -2.18222 -0.57857 -2.15927
C -0.08502 0.33549 -0.76269
C 1.26439 0.12394 -0.19072
C 1.79702 1.08689 0.62456
C 1.08119 2.31560 0.89461
C -0.26425 2.31905 0.52394
C -0.80224 1.44321 -0.36227
C -0.98389 -2.09552 0.71917
F -0.71067 -3.35743 1.25093
F -0.37601 -1.25593 1.68259
F -2.22622 -1.79289 0.87085
H 0.17638 -1.09088 -2.25697
H 1.80523 -0.75135 -0.53826
H 2.75928 0.87210 0.99463
H 1.51430 3.05903 1.60727
H -0.79351 3.23834 0.82226
H -1.61201 1.76453 -0.91227
*
```

As for the SMILES: [O-]N([C@@H](Cl)c1ccccc1)C(F)(F)F. For the calculated total energy, the calculation gives -32604.3578 eV. As for the HOMO energy: -0.1022 Ha. The calculation puts the HOMO-LUMO gap at 6.13 eV.

Löwdin population analysis, charges in e, atoms 1 to 8: O -0.301; N -0.200; C -0.666; Cl 0.671; C -0.216; C -0.031; C -0.094; C -0.086

=====

2.
C8H6InO8S | wB97M-V/def2-TZVPD

ORCA input file:
```
! wB97M-V def2-TZVPD RIJCOSX def2/J DEFGRID3
* xyz 1 1
In 0.50384 3.45047 2.66979
C 2.27686 -3.80409 2.78672
C 1.73301 -2.49829 3.15833
C 0.85801 -2.41250 4.48435
O 0.40773 -1.25940 4.80627
C 0.61375 -3.61141 5.30505
C 1.26964 -4.78180 4.94411
C 2.11490 -4.80248 3.65651
O 2.59316 -5.86516 3.16296
O 1.39423 -5.66335 5.86349
O 1.87954 -1.40842 2.65551
H 2.90646 -3.80856 1.90924
H 0.07345 -3.44023 6.22439
C -1.82610 2.83634 -5.51704
C -0.73090 3.82031 -5.26851
O -1.42982 4.80987 -4.62709
S -2.39928 4.15605 -3.39481
O -3.60854 4.97895 -3.16123
O -1.53492 3.83110 -2.26473
O -2.65102 2.91177 -4.40311
H -1.77899 1.77783 -5.77283
H -2.48686 3.13720 -6.33006
H -0.30335 4.12250 -6.22454
H 0.12513 3.52321 -4.66268
*
```

For the calculated total energy, the calculation gives -40766.6050 eV. As for the HOMO energy: -0.4319 Ha. The calculation puts the HOMO-LUMO gap at 4.69 eV.

Löwdin population analysis, charges in e, atoms 1 to 8: In 0.988; C 0.167; C -0.300; C -0.237; O 0.059; C 0.196; C -0.266; C -0.306

=====

3.
C8H6N2O | wB97M-V/def2-TZVPD

ORCA input file:
```
! wB97M-V def2-TZVPD RIJCOSX def2/J DEFGRID3
* xyz 0 1
N 2.95597 -1.95023 0.70468
C 2.76736 -0.87332 0.30059
N 2.63842 0.37610 -0.18649
C 1.46338 1.15272 -0.19329
O 1.56220 2.35136 -0.25823
C 0.14784 0.45349 -0.10385
C -0.10550 -0.83551 -0.58007
C -1.39234 -1.37381 -0.50472
C -2.42262 -0.62525 0.07438
C -2.18491 0.65997 0.55067
C -0.90495 1.18832 0.45000
H 3.48076 0.91287 -0.27847
H 0.68052 -1.44232 -1.04620
H -1.58665 -2.37288 -0.87128
H -3.42173 -1.05715 0.16224
H -2.98698 1.23074 1.02088
H -0.69078 2.20490 0.75915
*
```

As for the SMILES: N#CNC(=O)c1ccccc1. For the calculated total energy, the calculation gives -13420.7357 eV. As for the HOMO energy: -0.3654 Ha. The calculation puts the HOMO-LUMO gap at 10.04 eV.

Löwdin population analysis, charges in e, atoms 1 to 8: N 0.159; C -0.297; N 0.128; C -0.399; O 0.108; C -0.145; C -0.032; C -0.064

=====

4.
C8H6NO2S | wB97M-V/def2-TZVPD

ORCA input file:
```
! wB97M-V def2-TZVPD RIJCOSX def2/J DEFGRID3
* xyz -1 1
C -3.15924 2.78561 0.79368
C -2.71418 1.65585 0.78226
C 1.40438 -1.11691 -0.87069
C 1.22534 0.24588 -0.72473
C 0.53253 -2.04524 -0.20878
C -0.03776 0.71328 -0.18796
C -0.62234 -1.57512 0.42052
C -0.92526 -0.18961 0.41249
N -2.15176 0.09858 0.88906
O -4.73743 -0.47889 0.54455
O -3.45170 -0.56398 -1.50743
S -3.51722 -0.95305 -0.10350
H -3.62506 3.71467 1.00958
H 2.26340 -1.57106 -1.48356
H 1.56531 1.05988 -1.31705
H 0.80877 -3.11286 0.02286
H -0.07959 1.86425 -0.08205
H -1.22451 -2.42001 0.77377
*
```

For the calculated total energy, the calculation gives -24810.6814 eV. As for the HOMO energy: -0.1520 Ha. The calculation puts the HOMO-LUMO gap at 7.77 eV.

Löwdin population analysis, charges in e, atoms 1 to 8: C 0.033; C -0.109; C -0.150; C -0.123; C -0.114; C -0.038; C -0.088; C -0.418

=====

5.
C8H6O2 | wB97M-V/def2-TZVPD

ORCA input file:
```
! wB97M-V def2-TZVPD RIJCOSX def2/J DEFGRID3
* xyz 0 1
C 0.78340 -1.42839 -1.93687
C 1.10908 -0.14857 -2.25625
O 0.87255 0.91850 -1.36096
C 0.03437 0.71831 -0.30657
C -0.37157 1.76136 0.54047
C -0.95012 1.42573 1.86799
C -1.09172 0.07731 2.23385
O -0.93916 -0.94189 1.30432
C -0.25633 -0.64429 0.17578
C 0.22892 -1.67975 -0.62005
H 1.01888 -2.33823 -2.51171
H 1.61800 0.17289 -3.16513
H 0.11406 2.72996 0.31099
H -1.04455 2.20412 2.59076
H -1.30017 -0.13393 3.26332
H 0.17437 -2.69313 -0.12995
*
```

As for the SMILES: C1=COC2=CC=COC2=C1. For the calculated total energy, the calculation gives -12485.1048 eV. As for the HOMO energy: -0.2484 Ha. The calculation puts the HOMO-LUMO gap at 7.31 eV.

Löwdin population analysis, charges in e, atoms 1 to 8: C -0.078; C -0.078; O 0.020; C -0.195; C -0.009; C -0.050; C -0.081; O 0.026

=====

6.
C8H6O6 | wB97M-V/def2-TZVPD

ORCA input file:
```
! wB97M-V def2-TZVPD RIJCOSX def2/J DEFGRID3
* xyz 0 3
C -0.53051 -0.68849 -0.35259
C 0.25548 -1.81521 0.16948
C -1.62799 -1.18717 -0.91996
C -0.45149 -2.91712 -0.05270
C 0.12727 0.52003 -0.06781
C 1.20489 0.45218 0.67757
C 0.01737 1.94412 -0.46835
C 2.07314 1.66926 0.81238
O -1.63385 -2.52600 -0.76270
O 1.20842 2.52527 0.03095
O -2.73122 -0.67618 -1.49764
O -0.39728 -4.24313 -0.04049
O -1.13046 2.49167 0.07115
O 2.26247 1.93368 2.18710
H 0.08882 1.96103 -1.62080
H 3.07578 1.59483 0.27219
H -3.13435 -1.26979 -2.09854
H 0.54850 -4.43771 0.10562
H -0.74846 3.13425 0.77829
H 1.52349 1.53448 2.77685
*
```

For the calculated total energy, the calculation gives -20669.3737 eV. As for the HOMO energy (spin up / spin down): -0.2845 / -0.3054 Ha. The calculation puts the HOMO-LUMO gap (spin up / spin down) at 8.07 / 5.98 eV.

Löwdin population analysis, charges in e, atoms 1 to 8: C -0.112; C 0.094; C -0.264; C -0.306; C -0.169; C 0.152; C -0.401; C -0.343

=====

7.
C8H6S | wB97M-V/def2-TZVPD

ORCA input file:
```
! wB97M-V def2-TZVPD RIJCOSX def2/J DEFGRID3
* xyz 0 1
C 1.38721 3.08756 -1.85830
C 1.29854 1.99366 -1.22486
C -0.65785 -1.34865 -0.26445
C -1.16754 -2.58759 -0.14001
C -1.56287 -1.26080 1.90105
C -0.89451 -0.50373 0.87650
C 1.45535 0.90834 -0.53550
C -0.35748 0.72290 1.05409
S -1.92955 -2.81215 1.40718
H 1.16133 3.50068 -2.79955
H -0.25753 -0.95925 -1.14303
H -1.42261 -3.33909 -0.86336
H -1.84837 -0.88334 2.94824
H 2.22098 0.34961 0.12061
H -0.66228 1.31856 1.85727
*
```

For the calculated total energy, the calculation gives -19218.7596 eV. As for the HOMO energy: -0.2423 Ha. The calculation puts the HOMO-LUMO gap at 4.97 eV.

Löwdin population analysis, charges in e, atoms 1 to 8: C 0.055; C -0.365; C -0.137; C -0.355; C -0.350; C -0.421; C -0.014; C 0.192

=====

8.
C8H7Br2Cl2NO | wB97M-V/def2-TZVPD

ORCA input file:
```
! wB97M-V def2-TZVPD RIJCOSX def2/J DEFGRID3
* xyz 0 1
H -2.39600 2.03017 -1.28759
N -1.96172 2.14619 -0.37761
C -1.23964 1.25954 0.09509
C -0.40870 1.33003 1.28555
Br -0.36391 3.09290 1.97116
C 0.51442 0.46187 1.73200
C 0.61326 -0.96319 1.23837
Cl 2.18264 -0.90791 0.30537
C -0.42386 -1.43613 0.22195
C -0.82917 -0.34766 -0.75670
Cl -2.37523 -0.72745 -1.55872
C 0.28308 -0.17843 -1.86984
O 0.65290 -1.16325 -2.45971
C 0.84802 1.20289 -2.29509
Br -0.56641 2.03968 -3.23638
H 1.15140 0.86624 2.38874
H 0.58063 -1.49029 2.20027
H -0.00795 -2.21783 -0.28578
H -1.34037 -1.93679 0.80617
H 1.65511 0.92302 -2.87620
H 1.11981 1.65917 -1.34154
*
```

As for the SMILES: [H]/N=C1/C(Br)=C[C@H](Cl)C[C@]1(Cl)C(=O)CBr. For the calculated total energy, the calculation gives -177074.3626 eV. As for the HOMO energy: -0.3558 Ha. The calculation puts the HOMO-LUMO gap at 9.36 eV.

Löwdin population analysis, charges in e, atoms 1 to 8: H 0.006; N 0.115; C -0.381; C -0.632; Br 0.780; C -0.178; C -0.561; Cl 0.701

=====

9.
C8H7Br3O | wB97M-V/def2-TZVPD

ORCA input file:
```
! wB97M-V def2-TZVPD RIJCOSX def2/J DEFGRID3
* xyz 0 1
C 1.94487 0.63359 0.56990
C 1.15750 0.37325 -1.80302
C 0.91494 -0.08418 0.97912
C 0.03649 -0.13891 -1.33640
C 2.20787 0.84679 -0.84769
C -0.12286 -0.60735 0.04999
C -1.56782 -0.64730 0.55955
C 0.29844 -2.18955 -0.08278
O 3.15881 1.45228 -1.25198
Br -0.82649 -3.20889 -1.30814
Br 2.20310 -2.43419 -0.50234
Br 0.15547 -3.07752 1.78372
H 2.71413 0.90395 1.23995
H 1.12532 0.80690 -2.83752
H 0.89875 -0.24237 2.06077
H -0.71237 -0.50046 -2.06521
H -2.20706 -1.28719 -0.03440
H -2.17180 0.23595 0.49170
H -1.56908 -0.98102 1.59266
*
```

For the calculated total energy, the calculation gives -220582.5269 eV. As for the HOMO energy: -0.3619 Ha. The calculation puts the HOMO-LUMO gap at 9.08 eV.

Löwdin population analysis, charges in e, atoms 1 to 8: C -0.028; C -0.016; C -0.111; C -0.117; C -0.452; C -0.573; C -0.083; C -1.372

=====

10.
C8H7Cl2INOReS5Sb | wB97M-V/def2-TZVPD

ORCA input file:
```
! wB97M-V def2-TZVPD RIJCOSX def2/J DEFGRID3
* xyz 3 1
Re -0.09383 -0.97875 -0.38978
Cl -1.34294 0.95088 -0.06822
C -1.05443 1.50397 1.58658
C -1.76265 2.56941 2.07562
C -1.43904 3.00307 3.36127
C -0.45500 2.36893 4.10240
C 0.21904 1.26939 3.58635
Cl 1.41460 0.46806 4.50979
C -0.08146 0.82286 2.29793
S 0.80760 -0.52428 1.60975
H -2.53853 3.05306 1.49735
H -1.95567 3.85889 3.77439
H -0.19640 2.72324 5.09133
S -0.29129 -5.02733 2.46547
Sb -1.03526 -5.16439 0.44114
S 1.68189 -2.33048 -0.92249
S -1.63038 -2.42744 -0.08841
S -1.54258 -5.90191 -1.53137
N 1.74852 1.29864 -3.60474
C 1.10263 0.23846 -3.19806
O 0.61820 0.18003 -2.03702
C 0.93106 -0.88140 -4.18619
I 1.46985 -2.77510 -3.30509
H 1.85240 2.09946 -2.99050
H 2.11717 1.39476 -4.54205
H 1.56932 -0.79996 -5.06209
H -0.11282 -0.99205 -4.47337
*
```

For the calculated total energy, the calculation gives -107907.1321 eV. As for the HOMO energy: -0.6379 Ha. The calculation puts the HOMO-LUMO gap at 5.03 eV.

Löwdin population analysis, charges in e, atoms 1 to 8: Re 0.355; Cl 0.791; C -0.553; C -0.047; C 0.007; C -0.035; C -0.664; Cl 0.790

=====

11.
C8H7F | wB97M-V/def2-TZVPD

ORCA input file:
```
! wB97M-V def2-TZVPD RIJCOSX def2/J DEFGRID3
* xyz 0 1
C 0.28980 1.86331 -0.38085
C 1.18226 0.98989 -0.03321
C 1.24524 -1.12645 -0.64838
C -0.09035 -1.35559 -0.40652
C -1.13625 1.84080 -0.15841
C 2.04673 -0.10078 0.02719
C -0.86010 -0.66178 0.71873
C -1.69208 0.62859 0.40598
F 3.34217 -0.12164 0.43122
H 0.54558 2.44686 -1.27316
H 1.84880 -1.72701 -1.30640
H -0.44583 -2.20448 -0.96765
H -1.53622 -1.38081 1.23358
H -0.05409 -0.34471 1.33732
H -2.23404 0.83753 1.26958
H -2.45160 0.41627 -0.24900
*
```

For the calculated total energy, the calculation gives -11119.4282 eV. As for the HOMO energy (spin up / spin down): -0.2929 / -0.2932 Ha. The calculation puts the HOMO-LUMO gap (spin up / spin down) at 7.11 / 7.12 eV.

Löwdin population analysis, charges in e, atoms 1 to 8: C -0.162; C 0.086; C -0.060; C -0.042; C 0.047; C -0.223; C -0.162; C -0.244

=====

12.
C8H7FN2 | wB97M-V/def2-TZVPD

ORCA input file:
```
! wB97M-V def2-TZVPD RIJCOSX def2/J DEFGRID3
* xyz 0 1
C -0.07250 2.06711 1.09769
C 0.67025 2.41219 -0.07841
C -0.58369 0.85376 1.18537
C 0.93243 1.56052 -1.11773
C -1.26353 -1.23514 0.04389
C -0.55149 -0.07739 0.09025
C 0.23273 0.26843 -1.10069
C -0.95598 -2.08993 -1.18860
N 0.35453 -0.61370 -2.00809
N -0.12754 -3.17754 -0.91496
F -1.91153 -2.36394 -2.10430
H -0.09689 2.74982 1.95673
H 1.20733 3.36931 -0.05058
H -0.93804 0.48804 2.07784
H 1.59903 1.63054 -1.96195
H -1.87186 -1.62065 0.71442
H 0.52488 -2.64807 -0.39172
H 0.28091 -3.45565 -1.77382
*
```

For the calculated total energy, the calculation gives -14103.4032 eV. As for the HOMO energy (spin up / spin down): -0.3034 / -0.3035 Ha. The calculation puts the HOMO-LUMO gap (spin up / spin down) at 7.50 / 7.50 eV.

Löwdin population analysis, charges in e, atoms 1 to 8: C -0.079; C -0.080; C -0.055; C -0.012; C 0.065; C -0.160; C -0.382; C -0.351